Entry 1:
Here is a 2-piece molecular cluster, C4H14NOS overall from the Open Molecules 2025 dataset. Energies are from wB97M-V/def2-TZVPD.

Geometry as XYZ:
```
21
Properties=species:S:1:pos:R:3:lowdin_charge:R:1
C -1.3954 -0.2655 -0.2580 -0.173
C -0.7340 0.0941 -1.5700 -0.222
C 0.7189 0.6554 -1.5076 -0.468
S 1.7411 0.0554 -0.1445 0.830
C 2.5929 -1.3583 -0.8871 -0.365
N -1.2194 0.8166 0.7807 0.164
H -1.0175 -1.1819 0.1847 0.124
H -2.4687 -0.4248 -0.3632 0.134
H -0.7671 -0.7809 -2.2052 0.119
H -1.3175 0.8634 -2.0640 0.114
H 1.1808 0.4005 -2.4529 0.082
H 0.6293 1.7351 -1.3596 0.074
H 3.3800 -1.5851 -0.1901 0.032
H 1.9541 -2.1981 -1.1321 0.045
H 3.0676 -0.9863 -1.7898 0.042
H -1.5121 1.6931 0.3532 0.168
H -0.2122 0.9142 0.9766 0.080
H -1.6638 0.6759 1.6996 0.129
H -0.4560 0.7478 4.2631 0.072
H -1.5295 -0.2137 4.1181 0.072
O -0.9716 0.3431 3.5482 -0.053
```

Values from the calculation:
strongest force on any atom	1.2	eV Å⁻¹
total charge	+1
energy relative to the best compared isomer or geometry (same formula, charge and spin)	35.8	kJ/mol
spin multiplicity	1
highest occupied orbital energy	-12.4	eV
orbital gap	9.31	eV

Entry 2:
Here is a 2-piece molecular cluster, C4H14NOS overall from the Open Molecules 2025 dataset. Energies are from wB97M-V/def2-TZVPD.

Geometry as XYZ:
```
21
Properties=species:S:1:pos:R:3:lowdin_charge:R:1
C -0.7669 -0.0406 1.0889 -0.161
C 0.6395 -0.0734 1.6778 -0.221
C 1.8958 0.1774 0.7789 -0.406
S 1.5186 0.4649 -0.9924 0.858
C 1.5186 -1.2532 -1.6111 -0.333
N -0.9859 1.2715 0.3720 0.138
H -0.8178 -0.9047 0.4431 0.116
H -1.4271 -0.0862 1.9258 0.124
H 0.7539 -1.1112 1.9955 0.117
H 0.6931 0.4756 2.6085 0.112
H 2.4344 -0.7500 0.8357 0.072
H 2.4501 1.0820 1.0527 0.080
H 2.4547 -1.6988 -1.4336 0.029
H 1.3246 -1.1870 -2.6838 0.048
H 0.7222 -1.7855 -1.0976 0.033
H -1.1250 2.0436 1.0155 0.167
H -0.1391 1.3018 -0.2336 0.009
H -1.8524 1.1846 -0.2035 0.115
H -2.7361 -0.3130 -2.2348 0.073
H -3.6803 0.8497 -1.7575 0.076
O -2.8748 0.3526 -1.5463 -0.045
```

Values from the calculation:
strongest force on any atom	1.9	eV Å⁻¹
total charge	+1
energy relative to the best compared isomer or geometry (same formula, charge and spin)	60.1	kJ/mol
spin multiplicity	1
highest occupied orbital energy	-12.8	eV
orbital gap	9.90	eV

Entry 3:
Here is a 2-piece molecular cluster, C4H14NOS2 overall from the Open Molecules 2025 dataset. Energies are from wB97M-V/def2-TZVPD.

Geometry as XYZ:
```
22
Properties=species:S:1:pos:R:3:lowdin_charge:R:1
N 0.9363 -0.1390 -0.3460 0.148
C 0.1446 0.0211 -1.6318 -0.375
C 0.1879 -1.3063 -2.3811 -0.036
C -1.3356 0.2960 -1.2718 -0.468
S -1.6672 1.8341 -0.2518 0.533
S -0.1587 2.3323 1.0375 0.482
C -0.8250 1.9138 2.6601 -0.440
H 1.7766 -0.6777 -0.5497 0.155
H 1.2175 0.7280 0.1277 0.059
H 0.3470 -0.6550 0.3094 0.122
H 0.4960 0.8579 -2.2450 0.156
H 0.9232 -1.2543 -3.1897 0.098
H -0.8077 -1.5783 -2.7232 0.093
H 0.6176 -2.1202 -1.8103 0.084
H -2.0101 0.2707 -2.1379 0.097
H -1.7214 -0.5535 -0.6810 0.082
H -0.0782 2.3914 3.3171 0.042
H -0.9092 0.8736 2.9655 0.042
H -1.7153 2.5435 2.7945 0.043
H 0.8177 -2.2863 2.0604 0.061
H 2.3274 -1.9457 1.9379 0.075
O 1.4367 -1.5460 2.0091 -0.054
```

Values from the calculation:
strongest force on any atom	1.8	eV Å⁻¹
total charge	+1
energy relative to the best compared isomer or geometry (same formula, charge and spin)	63.4	kJ/mol
spin multiplicity	1
highest occupied orbital energy	-12.5	eV
orbital gap	9.28	eV

Entry 4:
Here is a 2-piece molecular cluster, C4H14NS2 overall from the Open Molecules 2025 dataset. Energies are from wB97M-V/def2-TZVPD.

Geometry as XYZ:
```
21
Properties=species:S:1:pos:R:3:lowdin_charge:R:1
C 0.3638 2.9565 2.5159 -0.041
C -0.3765 1.9838 1.6209 -0.390
C -1.3674 2.6362 0.6762 -0.036
N 0.6461 1.2251 0.7826 0.205
H 1.1388 2.5017 3.1253 0.089
H 0.8041 3.7618 1.9267 0.095
H -0.3718 3.4162 3.1789 0.104
H -0.8717 1.2152 2.2175 0.154
H -0.8683 3.3617 0.0381 0.094
H -2.1551 3.1418 1.2295 0.103
H -1.8290 1.8885 0.0319 0.089
H 1.2897 0.7186 1.3934 0.161
H 0.2235 0.5367 0.1493 0.062
H 1.1773 1.9053 0.2370 0.171
C 1.1845 -1.1352 -2.3940 -0.467
S -0.4398 -1.5034 -1.6788 0.381
S 0.0245 -2.1486 0.2185 0.303
H 1.7543 -0.4428 -1.7800 0.015
H 0.9772 -0.6573 -3.3504 0.039
H 1.7367 -2.0536 -2.5583 0.038
H 0.5515 -3.3484 -0.0680 -0.168
```

Values from the calculation:
strongest force on any atom	0.5	eV Å⁻¹
total charge	+1
energy relative to the best compared isomer or geometry (same formula, charge and spin)	3.4	kJ/mol
spin multiplicity	1
highest occupied orbital energy	-12.6	eV
orbital gap	9.40	eV

Entry 5:
Here is a 3-piece molecular cluster, C4H14O2 overall from the Open Molecules 2025 dataset. Energies are from wB97M-V/def2-TZVPD.

Geometry as XYZ:
```
20
Properties=species:S:1:pos:R:3:lowdin_charge:R:1
C -2.8691 -2.3232 0.2045 -0.104
C -1.8580 -1.3924 -0.5165 -0.282
C -0.4588 -1.3274 0.1103 -0.257
C -0.5191 -0.8876 1.5961 -0.119
H -2.7284 -2.0434 1.2486 0.050
H -3.8736 -2.1228 -0.1341 0.065
H -2.5794 -3.3695 0.1843 0.068
H -1.8511 -1.5248 -1.5935 0.094
H -2.3191 -0.4110 -0.3426 0.098
H 0.1020 -0.5936 -0.4579 0.094
H -0.0743 -2.3484 0.1338 0.102
H -1.4163 -0.3059 1.8344 0.068
H -0.6152 -1.7751 2.2225 0.068
H 0.3472 -0.2684 1.8233 0.056
O 3.6924 5.0152 -2.4371 -0.060
H 3.0909 5.4792 -3.0279 0.031
H 4.1337 5.6689 -1.8912 0.030
O 3.6487 1.4678 0.3769 -0.057
H 3.1546 1.7694 -0.3907 0.031
H 2.9928 1.2929 1.0568 0.022
```

Values from the calculation:
strongest force on any atom	1.9	eV Å⁻¹
SMILES	CCCC.O.O
energy relative to the best compared isomer or geometry (same formula, charge and spin)	69.8	kJ/mol
spin multiplicity	1
highest occupied orbital energy	-11.2	eV
orbital gap	11.99	eV

Entry 6:
Here is a 3-piece molecular cluster, C4H14O2 overall from the Open Molecules 2025 dataset. Energies are from wB97M-V/def2-TZVPD.

Geometry as XYZ:
```
20
Properties=species:S:1:pos:R:3:lowdin_spin:R:1
C -0.1299 0.0570 -1.4418 0.128
C -1.1927 -0.1826 -0.3416 0.169
C -0.5606 0.3883 0.9539 0.232
C -2.5082 0.4089 -0.6510 0.132
H -0.4924 0.5965 -2.3142 0.032
H 0.5744 0.8637 -0.9082 0.063
H 0.3167 -0.7695 -1.9096 0.004
H -1.3419 -1.3100 -0.2774 0.007
H -1.1904 0.0278 1.8090 0.026
H -0.7000 1.4648 1.2042 0.006
H 0.4352 0.0978 0.8840 0.018
H -2.7460 0.3588 -1.7347 0.020
H -3.3118 -0.0580 -0.0277 0.022
H -2.5554 1.4997 -0.3575 0.021
H 2.0772 1.1024 -1.1549 0.000
H 3.1391 1.2347 -0.1494 0.002
O 2.2442 1.5055 -0.1915 0.103
H 1.9279 -1.7148 0.8212 0.000
H 0.7018 -1.9710 1.9643 0.000
O 1.4450 -2.1869 1.5707 0.015
```

Values from the calculation:
strongest force on any atom	8.9	eV Å⁻¹
total charge	+1
energy relative to the best compared isomer or geometry (same formula, charge and spin)	253.9	kJ/mol
spin multiplicity	2
⟨S²⟩	0.753
highest occupied orbital energy (alpha / beta)	-15.1 / -15.1	eV
orbital gap (alpha / beta)	12.00 / 4.41	eV

Entry 7:
Here is a 3-piece molecular cluster, C4H14O2S overall from the Open Molecules 2025 dataset. Energies are from wB97M-V/def2-TZVPD.

Geometry as XYZ:
```
21
Properties=species:S:1:pos:R:3:lowdin_charge:R:1
C -0.4347 -1.7678 -2.4374 -0.111
C -0.4503 -2.0430 -0.9497 -0.279
C 0.4470 -1.0444 -0.2105 -0.306
C 0.6207 -1.1662 1.2826 -0.516
S 0.6195 0.5005 2.0550 0.745
H -1.1080 -2.4523 -2.9431 0.067
H -0.7737 -0.7421 -2.6157 0.079
H 0.5668 -1.9273 -2.8365 0.077
H -0.2200 -3.0860 -0.7025 0.107
H -1.4662 -1.9081 -0.5719 0.107
H -0.1306 -0.1222 -0.3653 0.056
H 1.3662 -0.7855 -0.7447 0.124
H 1.6014 -1.5631 1.5242 0.065
H -0.1387 -1.7607 1.7867 0.069
H 1.7193 0.4346 2.8095 -0.147
O -1.7156 1.8985 0.2038 -0.072
H -1.1082 1.6606 0.9158 -0.058
H -2.5929 1.6305 0.4857 0.050
O 0.4506 2.3689 -1.8297 -0.072
H -0.3205 2.0807 -1.3217 -0.016
H 0.3070 3.3176 -1.8968 0.032
```

Values from the calculation:
strongest force on any atom	2.0	eV Å⁻¹
SMILES	CCCCS.O.O
energy relative to the best compared isomer or geometry (same formula, charge and spin)	35.4	kJ/mol
spin multiplicity	1
highest occupied orbital energy	-9.3	eV
orbital gap	9.97	eV

Entry 8:
Here is a 3-piece molecular cluster, C4H14O2S overall from the Open Molecules 2025 dataset. Energies are from wB97M-V/def2-TZVPD.

Geometry as XYZ:
```
21
Properties=species:S:1:pos:R:3:lowdin_charge:R:1
C -2.4247 0.6960 -0.0855 -0.108
C -1.0304 1.1966 0.2245 -0.386
C 0.0652 0.8054 -0.7271 -0.429
S 0.6361 -0.9427 -0.2344 0.801
C 2.4046 -0.7504 -0.7608 -0.413
H -3.1065 1.4973 -0.4289 0.082
H -2.8857 0.4926 0.8617 0.052
H -2.4033 -0.3103 -0.6055 0.086
H -0.9753 2.2597 0.3143 0.093
H -0.8463 1.0646 1.2839 0.091
H -0.3498 0.7660 -1.6659 0.042
H 0.8098 1.6531 -0.6639 0.108
H 2.5263 -0.6826 -1.7747 -0.020
H 2.9949 -1.6927 -0.4455 0.059
H 2.9634 0.1217 -0.2918 0.052
O 2.1301 1.4201 2.9074 -0.078
H 2.6448 0.6578 3.2599 0.054
H 1.7004 0.9200 2.2007 -0.001
O -1.2901 -2.9891 -1.4609 -0.169
H -2.1961 -3.3912 -1.4597 0.043
H -1.3675 -2.7919 -0.4481 0.041
```

Values from the calculation:
strongest force on any atom	4.1	eV Å⁻¹
SMILES	CCCSC.O.O
energy relative to the best compared isomer or geometry (same formula, charge and spin)	174.2	kJ/mol
spin multiplicity	1
highest occupied orbital energy	-8.7	eV
orbital gap	9.28	eV

Entry 9:
Here is a 3-piece molecular cluster, C4H14O2S overall from the Open Molecules 2025 dataset. Energies are from wB97M-V/def2-TZVPD.

Geometry as XYZ:
```
21
Properties=species:S:1:pos:R:3:lowdin_spin:R:1
C 0.7561 -0.6470 0.5666 0.006
C 0.7870 0.6336 -0.2509 0.046
C 0.3407 0.4484 -1.6876 0.050
S -1.4010 1.0212 -1.8524 0.735
C -2.4143 -0.2556 -1.2030 0.094
H 1.5035 -1.3745 0.2653 0.001
H 0.6048 -0.5330 1.6397 0.001
H -0.1932 -1.1701 0.3750 0.002
H 1.7901 1.0833 -0.2026 0.008
H 0.3297 1.4953 0.2560 0.005
H 0.4696 -0.5352 -2.1364 0.007
H 0.7656 1.0934 -2.4771 0.002
H -3.3451 0.2589 -0.9237 0.003
H -2.7298 -1.0450 -1.8865 0.028
H -2.0992 -0.6837 -0.2562 0.014
H -1.6049 -1.5678 6.9132 0.000
H -0.1986 -1.0247 6.4355 0.000
O -0.8703 -0.9843 7.1180 0.000
H 2.3630 0.9356 -4.2828 0.000
H 2.6556 1.2121 -2.7811 0.000
O 2.4908 1.6392 -3.6290 0.000
```

Values from the calculation:
strongest force on any atom	2.0	eV Å⁻¹
total charge	+1
energy relative to the best compared isomer or geometry (same formula, charge and spin)	75.3	kJ/mol
spin multiplicity	2
⟨S²⟩	0.753
highest occupied orbital energy (alpha / beta)	-13.3 / -13.3	eV
orbital gap (alpha / beta)	10.10 / 4.99	eV

Entry 10:
Here is a 4-piece molecular cluster, C4H14O2S2 overall from the Open Molecules 2025 dataset. Energies are from wB97M-V/def2-TZVPD.

Geometry as XYZ:
```
22
Properties=species:S:1:pos:R:3:lowdin_charge:R:1
C 0.3319 -0.4215 1.8237 -0.171
C -0.9139 0.4184 2.1168 -0.607
S -1.9842 0.6501 0.6492 0.747
S 1.0129 -1.8635 -1.4451 0.809
C -0.1232 -0.6405 -1.7673 -0.745
C -1.5675 -1.1471 -1.9240 -0.215
H 1.0029 -0.3084 2.6748 0.087
H 0.7903 -0.0568 0.9126 0.001
H 0.1678 -1.4940 1.6999 0.075
H -0.5790 1.4040 2.4368 0.059
H -1.4980 -0.0092 2.9324 0.062
H -0.2736 -0.0769 -0.7739 0.017
H 0.1734 0.0885 -2.5212 0.091
H -1.7278 -1.7801 -2.7954 0.072
H -2.2781 -0.3282 -1.8583 0.041
H -1.6494 -1.7669 -1.0316 0.047
H -0.3314 1.7879 -0.0051 -0.118
H -0.1228 3.2899 -0.0642 0.030
O 0.3691 2.4680 -0.1179 -0.108
H 2.4386 -0.5059 -0.5799 -0.113
H 3.8555 0.0921 -0.2546 0.041
O 2.9064 0.2001 -0.1078 -0.099
```

Values from the calculation:
strongest force on any atom	1.9	eV Å⁻¹
energy relative to the best compared isomer or geometry (same formula, charge and spin)	441.1	kJ/mol
spin multiplicity	1
highest occupied orbital energy	-8.7	eV
orbital gap	4.63	eV

Entry 11:
Here is a 3-piece molecular cluster, C4H14O3 overall from the Open Molecules 2025 dataset. Energies are from wB97M-V/def2-TZVPD.

Geometry as XYZ:
```
21
Properties=species:S:1:pos:R:3:lowdin_charge:R:1
C -2.2243 0.6566 0.9201 -0.100
C -1.2517 -0.0285 -0.0252 -0.224
C -1.0678 -1.5065 0.2963 -0.384
C -0.5387 -2.2777 -0.9100 -0.042
O 0.0068 -1.5383 1.2908 -0.122
H -3.1105 0.0221 0.9399 0.077
H -1.7586 0.7663 1.9016 0.073
H -2.3517 1.7134 0.6486 0.076
H -0.2082 0.3016 0.0196 0.120
H -1.6325 0.2087 -1.0181 0.115
H -1.8770 -2.0167 0.8391 0.142
H -1.3408 -2.6878 -1.5227 0.080
H 0.1361 -3.0523 -0.5682 0.076
H 0.0219 -1.5436 -1.5126 0.089
H 0.6304 -2.1517 1.6655 0.089
O 2.5261 -0.6403 1.0558 -0.075
H 1.5913 -0.8222 1.3128 -0.006
H 3.0431 -0.8053 1.8333 0.015
O 3.0770 5.5772 -2.2621 -0.075
H 2.4965 4.8029 -2.3922 0.041
H 3.8326 5.0220 -2.5123 0.035
```

Values from the calculation:
strongest force on any atom	3.0	eV Å⁻¹
SMILES	CC[C@@H](C)O.O.O
energy relative to the best compared isomer or geometry (same formula, charge and spin)	162.4	kJ/mol
spin multiplicity	1
highest occupied orbital energy	-10.6	eV
orbital gap	11.29	eV

Entry 12:
Here is a 4-piece molecular cluster, C4H14O3 overall from the Open Molecules 2025 dataset. Energies are from wB97M-V/def2-TZVPD.

Geometry as XYZ:
```
21
Properties=species:S:1:pos:R:3:lowdin_charge:R:1
C -1.0223 1.7141 -2.0591 -0.101
C -1.4091 1.0575 -0.7362 -0.181
C -2.4343 0.1970 -0.7345 -0.184
C -2.8333 -0.5463 0.5148 -0.110
H -1.2720 1.0165 -2.8381 0.062
H 0.0423 1.9309 -2.1393 0.059
H -1.5203 2.6789 -2.1362 0.071
H -1.1140 1.5357 0.1847 0.094
H -3.0031 0.0532 -1.6455 0.101
H -2.3197 -0.1351 1.3879 0.070
H -2.4565 -1.5740 0.4549 0.066
H -3.9133 -0.5645 0.6491 0.065
O 1.1761 -1.5372 -0.4430 -0.061
H 1.9689 -1.5399 0.1105 -0.008
H 0.5682 -2.1385 -0.0027 0.041
O 1.7147 1.2246 1.0542 -0.068
H 2.1010 1.4908 0.2026 0.054
H 1.1666 0.4765 0.7635 0.005
O 3.2291 -1.6256 1.6844 -0.052
H 3.0419 -1.8226 2.6072 0.053
H 3.0963 -0.6709 1.6067 0.023
```

Values from the calculation:
strongest force on any atom	2.0	eV Å⁻¹
SMILES	C/C=C/C.O.O.O
energy relative to the best compared isomer or geometry (same formula, charge and spin)	96.4	kJ/mol
spin multiplicity	1
highest occupied orbital energy	-9.0	eV
orbital gap	9.63	eV

Q: The highest energy relative to the best compared isomer or geometry (same formula, charge and spin) belongs to which entry?
A: C4H14O2S2

Q: spin multiplicity of number 3 (C4H14NOS2)?
A: 1

Q: What is the energy relative to the best compared isomer or geometry (same formula, charge and spin) in the ninth record?
A: 75.3 kJ/mol

Q: What is the spin multiplicity in the ninth record?
A: 2